This record from OMol25 describes an isolated molecule of C5H12N4. The level of theory is ωB97M-V/def2-TZVPD.

```
21
C5H12N4 ωB97M-V/def2-TZVPD
C -1.37672 1.14244 0.03589
C -0.04041 -2.05352 -1.73267
C 1.55306 -0.41476 -0.79016
C -1.35587 1.88279 2.41810
C 0.14695 -0.66595 -1.33302
N -1.31171 -0.36808 1.80711
N -0.91304 -0.96473 0.83478
N -1.80052 0.92798 1.43674
N -0.81814 -0.29001 -0.31735
H -2.25700 1.45480 -0.56617
H -0.59503 1.91634 0.06924
H -0.99845 -2.25662 -2.26280
H 0.78420 -2.38192 -2.29234
H 0.03583 -2.71239 -0.84576
H 1.70398 -1.00539 0.18775
H 1.88253 0.62363 -0.55438
H 2.25273 -0.83538 -1.56838
H -2.08014 1.85126 3.27132
H -0.32771 1.49852 2.70834
H -1.39560 2.86446 1.91430
H -0.10681 0.03005 -2.01004
```

Its electronic energy is -11336.6719 eV. As for the net charge: 0. For the largest force on an atom, the calculation gives 4.70 eV/A. As for the SMILES: CC(C)N1CN(C)N=N1. As for the energy above the lowest of the compared OMol25 structures with the same formula, charge and spin: 3.549 eV. For the HOMO-LUMO gap, the calculation gives 0.3313 hartree.